Version one
ORCA calculation (ωB97M-V/def2-TZVPD) on C21H41CuO11S4 as an isolated structure.

```
78
Properties=species:S:1:pos:R:3:mulliken_charge:R:1
Cu 17.2133 -1.7840 -7.4221 1.563
C 14.8585 -3.6197 -5.2676 -1.109
O 15.9316 -3.1038 -6.0261 -0.638
H 15.2297 -4.3335 -4.5323 0.318
H 14.2191 -2.8888 -4.7726 0.281
H 14.1922 -4.2002 -5.9058 0.236
C 18.1327 -0.1737 -12.6049 -0.699
C 18.7351 -1.4773 -12.0626 0.007
C 19.6536 -1.1998 -10.8531 0.359
S 18.8934 0.2695 -10.0553 0.763
O 19.9197 1.3624 -10.0300 -0.687
O 18.2476 -0.1574 -8.8007 -0.549
C 17.5557 0.5588 -11.3987 -0.417
H 17.2766 -0.3235 -13.2627 0.394
H 18.9096 0.3605 -13.1518 0.325
H 19.4268 -1.7896 -12.8450 0.436
H 18.0529 -2.2710 -11.7581 -0.577
H 20.6746 -0.9766 -11.1629 0.498
H 19.6699 -2.0572 -10.1802 -0.656
H 17.2893 1.6104 -11.5054 0.514
H 16.5889 0.1217 -11.1489 -0.017
C 15.3030 -5.6681 -11.5865 -0.961
C 14.7238 -5.8515 -10.1473 0.025
C 15.9583 -5.6876 -9.2353 -0.806
S 17.0940 -4.4666 -9.9954 1.075
O 18.3841 -5.0624 -10.1451 -0.855
O 16.9660 -3.1226 -9.3967 0.127
C 16.3093 -4.4531 -11.6741 -0.692
H 14.4977 -5.5491 -12.3114 0.440
H 15.6885 -6.6324 -11.9175 0.342
H 14.1325 -6.7650 -10.0843 0.442
H 14.0400 -5.0359 -9.9119 -0.256
H 16.3645 -6.6973 -9.1745 0.345
H 15.8121 -5.3273 -8.2170 0.280
H 17.0952 -4.5525 -12.4228 0.424
H 15.8804 -3.4517 -11.7105 0.328
C 11.2307 -0.5863 -8.5401 -0.542
C 11.6908 -1.8455 -7.7444 -0.798
C 12.9023 -2.5115 -8.4926 -0.196
S 13.8958 -1.0720 -9.2117 1.092
O 14.0651 -1.3514 -10.6516 -0.735
O 15.0209 -0.6673 -8.3448 -0.614
C 12.4753 0.2052 -8.9597 -0.894
H 10.5872 0.0482 -7.9307 0.365
H 10.6347 -0.8901 -9.4006 0.276
H 10.8325 -2.5160 -7.7008 0.373
H 11.8101 -1.6864 -6.6727 0.355
H 12.5843 -3.0180 -9.4039 0.288
H 13.6102 -3.1342 -7.9457 -0.034
H 12.3168 0.7658 -9.8810 0.405
H 12.7404 0.8445 -8.1176 0.381
C 22.8417 -4.5760 -6.6509 -0.616
C 22.1102 -5.8121 -7.0229 -0.633
C 20.7458 -5.5129 -7.6907 -0.733
S 20.7205 -3.7141 -8.1177 0.944
O 19.4248 -3.1445 -7.7673 -0.564
O 21.3950 -3.4557 -9.4016 -0.751
C 21.9552 -3.3746 -6.7936 -0.797
H 23.7342 -4.4569 -7.2651 0.307
H 23.2292 -4.7480 -5.6467 0.335
H 22.1144 -6.4814 -6.1626 0.377
H 22.8083 -6.4478 -7.5676 0.263
H 19.9170 -5.6569 -6.9976 0.384
H 20.4729 -5.9746 -8.6397 0.457
H 21.2921 -3.3948 -5.9288 0.260
H 22.4042 -2.3815 -6.8106 0.507
O 17.1462 0.0906 -5.6029 -0.512
C 17.4041 -0.0392 -4.3796 0.361
O 17.5230 0.9385 -3.5644 -0.359
C 17.8706 0.5588 -2.2419 -0.409
C 18.2655 -0.9496 -2.4261 -0.633
C 17.6034 -1.3894 -3.7068 -0.001
H 17.1228 0.7264 -1.4668 0.295
H 18.7673 1.0506 -1.8648 0.272
H 17.9169 -1.5311 -1.5726 0.349
H 19.3352 -1.1185 -2.5497 0.279
H 16.6182 -1.7581 -3.4214 0.071
H 18.1244 -2.1578 -4.2780 0.224
```

Kohn-Sham gap = 0.2430 Eh

***

Version two
ORCA calculation (ωB97M-V/def2-TZVPD) on C21H41CuO11S4 as an isolated structure.

```
78
Properties=species:S:1:pos:R:3:mulliken_charge:R:1
Cu 0.6713 0.0928 -0.1699 2.130
C 0.1723 -3.0427 -1.5712 -1.033
O 0.2658 -2.0321 -0.6520 -0.325
H 0.3289 -4.0231 -1.0841 0.291
H -0.7730 -3.1292 -2.1441 0.148
H 0.9158 -3.0340 -2.3983 0.210
C -3.6680 -1.0014 3.5248 -0.685
C -2.4076 -1.7770 3.1671 -0.621
C -2.0492 -1.4308 1.6959 0.081
S -2.7206 0.2407 1.3639 0.882
O -3.7790 0.1195 0.3490 -0.673
O -1.6618 1.1582 1.0864 -0.518
C -3.5278 0.4275 3.0087 -0.940
H -3.9793 -0.9123 4.5690 0.401
H -4.5827 -1.3885 3.0663 0.298
H -2.6427 -2.8402 3.2021 0.325
H -1.5359 -1.5621 3.7796 0.275
H -2.5359 -2.0465 0.9434 0.472
H -0.9706 -1.4654 1.5558 -0.432
H -4.4187 1.0364 2.8716 0.499
H -2.8304 1.0418 3.5851 0.334
C -0.5233 5.5047 1.3213 -0.484
C -0.9941 5.6156 -0.1252 -0.795
C -0.6877 4.3148 -0.8254 -0.236
S 0.9734 3.8203 -0.1920 0.907
O 2.0128 4.2426 -1.1307 -0.737
O 0.7951 2.4697 0.3027 -0.470
C 0.9045 4.9485 1.2556 -0.917
H -1.2316 4.9417 1.9242 0.286
H -0.3653 6.4880 1.7661 0.326
H -0.6435 6.5062 -0.6511 0.351
H -2.0845 5.7188 -0.1699 0.348
H -0.7003 4.2202 -1.9062 0.612
H -1.3254 3.5485 -0.3785 -0.214
H 1.6118 5.7457 1.0242 0.411
H 1.3493 4.3691 2.0625 0.417
C -3.5897 -0.6553 -3.4751 -0.909
C -4.2059 0.6475 -2.8985 -0.500
C -3.0987 1.7120 -2.8775 -0.536
S -1.4674 0.8424 -2.8924 0.956
O -0.6721 1.1245 -1.7136 -0.454
O -0.9280 1.1100 -4.2154 -0.753
C -2.2273 -0.8077 -2.8658 -0.116
H -3.5989 -0.6515 -4.5654 0.334
H -4.1744 -1.5191 -3.1537 0.360
H -4.6261 0.4641 -1.9070 0.100
H -5.1241 0.9750 -3.3903 0.410
H -3.0116 2.2400 -1.9225 0.145
H -3.1456 2.4764 -3.6469 0.462
H -2.3633 -1.0046 -1.7960 -0.182
H -1.5027 -1.5475 -3.1969 0.568
C 2.8882 -3.1172 4.0917 -0.674
C 1.7088 -3.6055 3.2198 -0.320
C 1.9812 -3.1435 1.8073 -0.356
S 2.7650 -1.4917 1.9340 1.184
O 1.7595 -0.4659 1.8621 -0.762
O 3.9600 -1.4626 1.1060 -0.757
C 3.2374 -1.6944 3.6553 -0.888
H 3.7507 -3.7734 3.9610 0.289
H 2.6886 -3.1296 5.1627 0.395
H 0.7612 -3.1316 3.4940 -0.023
H 1.5694 -4.6846 3.2333 0.410
H 1.1356 -3.1019 1.1166 -0.198
H 2.7773 -3.7129 1.3195 0.490
H 2.6905 -0.9570 4.2463 0.330
H 4.2791 -1.4122 3.8026 0.412
O 2.7944 0.4835 -1.1347 -0.638
C 3.4768 -0.1725 -1.8850 0.308
O 4.1198 0.3981 -2.8974 -0.416
C 4.7291 -0.5803 -3.7670 -0.433
C 4.1432 -1.9255 -3.3294 -0.640
C 3.6615 -1.6873 -1.9209 0.666
H 5.8045 -0.5232 -3.6022 0.279
H 4.4314 -0.3352 -4.7831 0.326
H 4.9028 -2.7063 -3.3765 0.347
H 3.3186 -2.2318 -3.9744 0.245
H 4.3626 -2.0309 -1.1627 0.313
H 2.6765 -2.0968 -1.6887 -0.700
```

Kohn-Sham gap = 0.2573 Eh

***

The structure shown above that is most stable: version two.